# C5H10NO2P

C5H10NO2P in the gas phase (wB97M-V/def2-TZVPD, the Open Molecules 2025 dataset).

## Properties
LUMO (alpha / beta) (eV): 0.03 / 0.30
Highest occupied orbital energy (alpha / beta) (eV): -7.28 / -7.49
Total charge: 0
Kohn-Sham gap (alpha / beta) (Eh): 0.26863 / 0.28626

Element x y z (Å)
C1 0.94 0.00 -0.57
C2 1.32 0.08 0.92
C3 -1.24 0.90 -0.81
C4 0.72 1.01 1.93
C5 -2.27 0.98 -1.93
N1 0.98 -1.28 1.35
O1 1.38 -1.41 -0.98
O2 -0.18 0.24 -1.10
P1 1.15 -2.44 0.25
H1 2.41 0.32 0.99
H2 -1.31 1.39 0.22
H3 -0.31 0.79 2.20
H4 0.72 2.12 1.79
H5 1.38 0.84 2.77
H6 -2.23 1.89 -2.48
H7 -3.32 0.78 -1.60
H8 -1.90 0.26 -2.61
H9 -0.13 -3.05 -0.04
H10 1.91 -3.43 -0.30


# C5H10NO3

A gas-phase ion, C5H10NO3 (charge -1) (wB97M-V/def2-TZVPD, the Open Molecules 2025 dataset).

## Properties
LUMO (eV): 3.83
Highest occupied orbital energy (eV): -3.41
Total charge: -1
Structure (SMILES): CC(=[N+]([O-])[O-])C(C)(C)O
Kohn-Sham gap (Eh): 0.26615

Element x y z (Å)
C1 -0.95 1.35 -1.11
C2 0.17 0.35 -0.71
N1 1.09 0.10 -1.64
O1 2.04 -0.82 -1.50
O2 1.16 0.67 -2.75
C3 0.28 -0.36 0.60
C4 -0.68 -1.73 0.63
C5 -0.09 0.68 1.68
O3 1.59 -0.77 0.94
H1 -1.20 1.87 -0.29
H2 -1.85 0.81 -1.54
H3 -0.40 1.88 -1.91
H4 -0.68 -2.36 1.54
H5 -1.71 -1.25 0.39
H6 -0.33 -2.34 -0.22
H7 -0.18 0.12 2.61
H8 0.67 1.42 1.62
H9 -1.01 1.21 1.68
H10 2.09 -0.85 -0.02


# C5H10NO3

A gas-phase ion, C5H10NO3 (charge +1) (wB97M-V/def2-TZVPD, the Open Molecules 2025 dataset).

## Properties
LUMO (eV): -3.09
Highest occupied orbital energy (eV): -15.57
Total charge: +1
Structure (SMILES): C[C@@H]1C(=O)O[C@H](O)[N@H+]1C
Kohn-Sham gap (Eh): 0.45867

Element x y z (Å)
C1 0.34 -0.48 -1.97
C2 0.71 -0.35 -0.49
C3 0.54 -1.71 0.11
O1 0.84 -2.69 -0.40
O2 -0.16 -1.55 1.29
C4 -0.66 -0.28 1.57
O3 -1.98 -0.16 1.59
N1 -0.20 0.56 0.22
C5 0.32 1.82 0.42
H1 -0.49 -1.21 -2.28
H2 1.12 -0.93 -2.55
H3 0.27 0.52 -2.34
H4 1.68 0.08 -0.19
H5 -0.13 0.17 2.39
H6 -2.41 -0.95 1.63
H7 -1.11 0.57 -0.42
H8 1.24 1.62 0.94
H9 0.51 2.45 -0.49
H10 -0.43 2.50 0.98


# C5H10NS

A gas-phase ion, C5H10NS (charge +1) (wB97M-V/def2-TZVPD, the Open Molecules 2025 dataset).

## Properties
LUMO (eV): -3.68
Highest occupied orbital energy (eV): -13.04
Total charge: +1
Structure (SMILES): [NH3+][C@@H]1C=CC[C@H]1S
Kohn-Sham gap (Eh): 0.34397

Element x y z (Å)
N1 -0.39 1.93 0.22
C1 -0.11 0.57 -0.36
C2 -1.40 -0.16 -0.64
C3 -1.28 -1.43 -0.29
C4 0.17 -1.76 0.12
C5 0.74 -0.37 0.43
S1 2.45 -0.21 -0.19
H1 -0.48 2.01 1.29
H2 -1.19 2.26 -0.31
H3 0.35 2.55 0.12
H4 0.35 0.93 -1.36
H5 -2.11 0.46 -1.17
H6 -1.92 -2.22 -0.48
H7 0.12 -2.50 0.95
H8 0.73 -2.20 -0.65
H9 0.68 0.00 1.50
H10 3.29 0.13 0.82


# C5H10NS

2 unconnected molecules or ions with the total composition C5H10NS (wB97M-V/def2-TZVPD, the Open Molecules 2025 dataset).

## Properties
LUMO (alpha / beta) (eV): -6.94 / -6.94
Highest occupied orbital energy (alpha / beta) (eV): -12.69 / -12.69
Total charge: +1
Kohn-Sham gap (alpha / beta) (Eh): 0.21125 / 0.21128

Element x y z (Å)
C1 -1.51 -0.36 2.34
C2 -2.05 1.01 2.28
C3 1.74 -0.34 -2.52
C4 1.70 0.19 -1.14
C5 -1.53 0.34 1.04
N1 -0.98 0.32 -0.07
S1 1.65 -2.17 -2.66
H1 -0.44 -0.41 2.67
H2 -1.94 -1.28 2.52
H3 -3.09 1.34 2.43
H4 -1.24 1.73 2.64
H5 1.37 0.21 -3.37
H6 2.80 0.04 -2.76
H7 1.12 1.07 -0.80
H8 2.31 -0.38 -0.44
H9 1.47 -2.38 -1.34
H10 -1.39 1.06 -0.81


# C5H10NS

A gas-phase ion, C5H10NS (charge +1) (wB97M-V/def2-TZVPD, the Open Molecules 2025 dataset).

## Properties
LUMO (alpha / beta) (eV): -5.08 / -5.08
Highest occupied orbital energy (alpha / beta) (eV): -12.41 / -12.41
Total charge: +1
Kohn-Sham gap (alpha / beta) (Eh): 0.26921 / 0.26923

Element x y z (Å)
C1 0.52 -0.66 0.98
C2 1.06 -1.45 -0.04
C3 -0.27 0.26 0.34
C4 1.20 -1.46 -2.86
C5 -2.08 1.82 1.43
N1 -0.64 1.40 1.24
S1 1.44 -0.50 -1.37
H1 0.73 -0.84 2.02
H2 1.64 -2.25 0.23
H3 1.95 -1.08 -3.55
H4 0.31 -1.74 -3.32
H5 1.60 -2.41 -2.48
H6 -2.54 1.01 2.08
H7 -2.22 2.82 1.83
H8 -2.34 1.81 0.45
H9 -0.18 1.13 2.17
H10 -0.17 2.17 0.85


# C5H10NS

2 unconnected molecules or ions with the total composition C5H10NS (wB97M-V/def2-TZVPD, the Open Molecules 2025 dataset).

## Properties
LUMO (eV): -6.43
Highest occupied orbital energy (eV): -13.21
Total charge: +1
Kohn-Sham gap (Eh): 0.24922

Element x y z (Å)
C1 3.60 1.07 1.70
C2 3.27 0.11 0.83
C3 -0.19 -0.11 -1.13
C4 -2.65 -0.19 -1.65
C5 -1.67 -0.59 0.55
N1 -1.38 -0.33 -0.83
S1 1.60 -0.50 1.02
H1 4.55 1.53 1.82
H2 2.84 1.61 2.22
H3 3.76 -0.49 0.15
H4 0.27 0.15 -2.01
H5 -3.50 -0.65 -1.09
H6 -2.38 -0.59 -2.67
H7 -2.91 0.80 -1.67
H8 -2.66 -1.10 0.52
H9 -1.66 0.39 1.22
H10 -0.88 -1.11 1.02


# C5H10O

C5H10O in the gas phase (wB97M-V/def2-TZVPD, the Open Molecules 2025 dataset).

## Properties
LUMO (eV): 1.03
Highest occupied orbital energy (eV): -10.19
Total charge: 0
Structure (SMILES): C[C@H]1C[C@H]1CO
Kohn-Sham gap (Eh): 0.41239

Element x y z (Å)
C1 0.42 0.80 1.47
C2 1.01 -0.04 0.36
C3 0.59 -1.45 0.11
C4 0.27 -0.39 -0.91
C5 -1.18 -0.01 -1.14
O1 -1.40 1.38 -1.32
H1 0.56 1.87 1.28
H2 -0.65 0.61 1.61
H3 0.91 0.57 2.43
H4 2.07 0.16 0.20
H5 1.34 -2.20 -0.12
H6 -0.25 -1.83 0.69
H7 0.88 -0.37 -1.81
H8 -1.53 -0.48 -2.06
H9 -1.81 -0.41 -0.32
H10 -1.22 1.81 -0.47


# C5H10O

C5H10O in the gas phase (wB97M-V/def2-TZVPD, the Open Molecules 2025 dataset).

## Properties
LUMO (eV): 1.04
Highest occupied orbital energy (eV): -9.29
Total charge: 0
Structure (SMILES): C=CCCCO
Kohn-Sham gap (Eh): 0.37955

Element x y z (Å)
C1 0.82 0.39 -1.60
C2 0.58 -0.77 -0.99
C3 -0.73 -1.06 -0.29
C4 -1.18 0.15 0.53
C5 0.02 0.76 1.31
O1 1.18 -0.09 1.36
H1 1.80 0.67 -1.97
H2 0.03 1.12 -1.72
H3 1.36 -1.53 -0.92
H4 -0.61 -1.92 0.38
H5 -1.48 -1.34 -1.04
H6 -1.97 -0.14 1.23
H7 -1.63 0.90 -0.13
H8 0.26 1.75 0.91
H9 -0.23 0.88 2.36
H10 1.78 0.19 0.66


# C5H10O

C5H10O in the gas phase (wB97M-V/def2-TZVPD, the Open Molecules 2025 dataset).

## Properties
LUMO (eV): 0.99
Highest occupied orbital energy (eV): -8.36
Total charge: 0
Structure (SMILES): COC=C(C)C
Kohn-Sham gap (Eh): 0.34363

Element x y z (Å)
C1 -2.64 -0.24 0.04
O1 -1.34 0.32 -0.20
C2 -0.24 -0.51 0.06
C3 0.98 -0.10 0.06
C4 2.28 -0.89 -0.06
C5 1.11 1.42 0.04
H1 -3.22 -0.23 -0.91
H2 -2.58 -1.43 0.49
H3 -3.36 0.31 0.80
H4 -0.47 -1.51 0.26
H5 2.29 -1.59 0.68
H6 2.43 -1.51 -0.93
H7 3.18 -0.22 0.15
H8 0.17 1.94 -0.54
H9 2.19 1.67 -0.43
H10 1.07 1.98 1.14


# C5H10O

C5H10O in the gas phase (wB97M-V/def2-TZVPD, the Open Molecules 2025 dataset).

## Properties
LUMO (eV): 1.07
Highest occupied orbital energy (eV): -9.46
Total charge: 0
Structure (SMILES): CC/C=C/CO
Kohn-Sham gap (Eh): 0.38689

Element x y z (Å)
C1 2.51 -1.57 0.19
C2 1.04 -1.69 -0.14
C3 0.38 -0.36 -0.49
C4 -0.73 0.11 0.05
C5 -1.32 1.44 -0.41
O1 -1.95 2.13 0.66
H1 3.15 -1.85 -0.64
H2 2.80 -2.40 0.87
H3 2.79 -0.65 0.69
H4 0.37 -2.12 0.60
H5 0.90 -2.32 -1.03
H6 0.90 0.18 -1.28
H7 -1.16 -0.22 0.98
H8 -2.02 1.27 -1.23
H9 -0.49 2.08 -0.67
H10 -2.41 1.49 1.21


# C5H10O

C5H10O in the gas phase (wB97M-V/def2-TZVPD, the Open Molecules 2025 dataset).

## Properties
LUMO (eV): 1.24
Highest occupied orbital energy (eV): -9.00
Total charge: 0
Structure (SMILES): CCOC1CC1
Kohn-Sham gap (Eh): 0.37654

Element x y z (Å)
C1 -1.34 1.35 1.72
C2 -0.20 0.40 1.44
O1 -0.43 -0.23 0.19
C3 0.71 -0.45 -0.59
C4 0.76 -1.66 -1.47
C5 0.57 -0.29 -2.07
H1 -1.22 1.82 2.71
H2 -2.30 0.82 1.71
H3 -1.38 2.14 0.96
H4 0.75 0.96 1.42
H5 -0.11 -0.36 2.23
H6 1.64 -0.13 -0.13
H7 1.71 -2.17 -1.60
H8 -0.11 -2.31 -1.46
H9 1.38 0.18 -2.64
H10 -0.43 -0.06 -2.42


# C5H10O

C5H10O in the gas phase (wB97M-V/def2-TZVPD, the Open Molecules 2025 dataset).

## Properties
LUMO (eV): 1.13
Highest occupied orbital energy (eV): -9.39
Total charge: 0
Structure (SMILES): C=CCCOC
Kohn-Sham gap (Eh): 0.38675

Element x y z (Å)
C1 -0.22 1.50 1.70
C2 -1.05 1.36 0.67
C3 -1.38 0.02 0.06
C4 -0.38 -0.35 -1.05
O1 0.93 -0.14 -0.58
C5 1.81 -1.23 -0.70
H1 0.24 0.63 2.16
H2 0.05 2.47 2.10
H3 -1.48 2.25 0.20
H4 -2.39 0.02 -0.36
H5 -1.33 -0.75 0.84
H6 -0.53 -1.40 -1.33
H7 -0.55 0.26 -1.95
H8 1.42 -2.13 -0.20
H9 2.02 -1.47 -1.75
H10 2.74 -0.93 -0.22


# C5H10O

C5H10O in the gas phase (wB97M-V/def2-TZVPD, the Open Molecules 2025 dataset).

## Properties
LUMO (eV): 0.63
Highest occupied orbital energy (eV): -7.39
Total charge: 0
Kohn-Sham gap (Eh): 0.29465

Element x y z (Å)
C1 1.29 1.38 -0.34
C2 0.74 0.16 -1.05
C3 0.69 -1.16 -0.30
C4 -0.57 -0.44 -0.65
C5 -1.90 -0.97 1.43
O1 -1.35 0.19 0.35
H1 0.82 2.30 -0.69
H2 1.18 1.32 0.75
H3 2.37 1.47 -0.53
H4 0.96 0.12 -2.11
H5 0.90 -2.09 -0.82
H6 0.99 -1.15 0.74
H7 -1.24 -0.87 -1.39
H8 -2.83 -0.44 1.70
H9 -1.18 -0.72 2.25
H10 -0.90 0.95 0.74


# C5H10O

2 unconnected molecules or ions with the total composition C5H10O (wB97M-V/def2-TZVPD, the Open Molecules 2025 dataset).

## Properties
LUMO (eV): 1.10
Highest occupied orbital energy (eV): -8.32
Total charge: 0
Kohn-Sham gap (Eh): 0.34619

Element x y z (Å)
C1 -1.21 -1.86 -0.80
O1 -1.37 -0.72 0.02
C2 -0.35 0.15 -0.06
C3 1.12 -0.09 0.07
C4 1.33 1.18 0.89
C5 -0.22 1.36 0.86
H1 -0.33 -2.44 -0.51
H2 -1.12 -1.55 -1.86
H3 -2.11 -2.47 -0.67
H4 -0.54 0.70 -1.49
H5 1.69 -1.02 0.03
H6 0.82 0.28 -1.05
H7 1.87 1.97 0.36
H8 1.75 1.08 1.90
H9 -0.69 1.15 1.83
H10 -0.62 2.29 0.45


Relative energy (zero: lowest compared OMol25 entry of this formula, charge and spin) (eV)
6.466; 5.424; 1.886; 1.988; 6.700; 5.640; 6.136; 1.119; 1.462; 3.223; 1.424; 1.605; 1.556; 5.284; 4.959